[1]
{"formula": "C57H47CrNP3S2Si", "method": "the ωB97M-V functional and the def2-TZVPD basis", "s_squared": 0.7765, "e_tot_ha": -5408.9850, "lumo_energy_ev": [-5.7, -5.4], "multiplicity": 2, "homo_ev": [-13.1, -13.1], "total_charge": 2, "elements": ["Cr", "C", "C", "C", "C", "C", "C", "P", "C", "C", "C", "C", "C", "C", "C", "C", "C", "C", "C", "C", "Si", "C", "C", "C", "C", "C", "C", "P", "C", "C", "C", "C", "C", "C", "C", "C", "C", "C", "C", "C", "C", "C", "C", "C", "C", "C", "P", "C", "C", "C", "C", "C", "C", "C", "C", "C", "C", "C", "C", "H", "H", "H", "H", "H", "H", "H", "H", "H", "H", "H", "H", "H", "H", "H", "H", "H", "H", "H", "H", "H", "H", "H", "H", "H", "H", "H", "H", "H", "H", "H", "H", "H", "H", "H", "H", "H", "H", "H", "H", "H", "H", "S", "C", "N", "C", "C", "S", "H", "H", "H", "H", "H"], "positions_angstrom": [[-0.3394, 0.3006, 0.1110], [2.0601, 1.9782, -5.3975], [0.6916, 1.7508, -5.3372], [0.1528, 0.9708, -4.3232], [0.9804, 0.4021, -3.3511], [2.3543, 0.6133, -3.4410], [2.8908, 1.4020, -4.4483], [0.3091, -0.6269, -1.9755], [-1.0484, -1.4315, -2.8802], [-2.2216, -0.6677, -2.9024], [-3.2761, -1.0050, -3.7360], [-3.1726, -2.1277, -4.5447], [-2.0325, -2.9171, -4.4909], [-0.9695, -2.5743, -3.6647], [1.7342, -1.7195, -1.6256], [2.3269, -2.4430, -2.6615], [3.4662, -3.1980, -2.4338], [4.0589, -3.2013, -1.1778], [3.4996, -2.4576, -0.1501], [2.3288, -1.7156, -0.3456], [1.5341, -0.8105, 1.1099], [2.3388, 0.6077, 2.0842], [2.9007, 0.4900, 3.3540], [3.1812, 1.6219, 4.1076], [2.9179, 2.8901, 3.6012], [2.3860, 3.0324, 2.3268], [2.0868, 1.8953, 1.5930], [1.4943, 1.8646, -0.1188], [0.3201, 3.1515, -0.5914], [0.1975, 3.4346, -1.9612], [-0.8055, 4.2759, -2.4077], [-1.7013, 4.8362, -1.5020], [-1.5946, 4.5492, -0.1496], [-0.5983, 3.6965, 0.3073], [3.1229, 2.3201, -0.8235], [3.3811, 3.6160, -1.2576], [4.6731, 3.9787, -1.6233], [5.7062, 3.0583, -1.5478], [5.4512, 1.7677, -1.0987], [4.1682, 1.4004, -0.7333], [0.8311, -2.0361, 2.3342], [1.6547, -2.6963, 3.2483], [1.1219, -3.5279, 4.2200], [-0.2536, -3.6922, 4.2943], [-1.0836, -3.0653, 3.3764], [-0.5529, -2.2467, 2.3818], [-1.5799, -1.5809, 0.9996], [-3.2943, -1.4032, 1.6250], [-4.0377, -2.5289, 1.9968], [-5.2970, -2.3810, 2.5541], [-5.8443, -1.1157, 2.7235], [-5.1443, 0.0006, 2.2937], [-3.8786, -0.1451, 1.7446], [-1.7022, -3.1076, 0.0000], [-0.6924, -4.0651, 0.0556], [-0.8293, -5.2669, -0.6256], [-1.9729, -5.5212, -1.3641], [-2.9652, -4.5524, -1.4614], [-2.8274, -3.3460, -0.7928], [2.4777, 2.5840, -6.1917], [0.0360, 2.1691, -6.0922], [-0.9152, 0.8138, -4.3000], [3.0190, 0.1389, -2.7397], [3.9639, 1.5501, -4.4962], [-2.2926, 0.2214, -2.2793], [-4.1693, -0.3916, -3.7580], [-3.9873, -2.3969, -5.2054], [-1.9625, -3.8075, -5.1048], [-0.0890, -3.2025, -3.6438], [1.9204, -2.3850, -3.6636], [3.9036, -3.7695, -3.2436], [4.9627, -3.7722, -1.0036], [3.9817, -2.4469, 0.8246], [3.1013, -0.4883, 3.7759], [3.6061, 1.5155, 5.0982], [3.1437, 3.7684, 4.1936], [2.2054, 4.0177, 1.9119], [0.8980, 3.0121, -2.6707], [-0.8913, 4.4908, -3.4657], [-2.4773, 5.5042, -1.8541], [-2.2864, 4.9909, 0.5565], [-0.5036, 3.4881, 1.3623], [2.5915, 4.3531, -1.3068], [4.8636, 4.9896, -1.9618], [6.7119, 3.3500, -1.8238], [6.2594, 1.0502, -1.0257], [3.9851, 0.3938, -0.3751], [2.7327, -2.5630, 3.1997], [1.7738, -4.0385, 4.9170], [-0.6853, -4.3255, 5.0599], [-2.1478, -3.2214, 3.4514], [-3.6389, -3.5196, 1.8309], [-5.8596, -3.2581, 2.8495], [-6.8238, -1.0018, 3.1715], [-5.5921, 0.9841, 2.3771], [-3.3556, 0.7235, 1.3789], [0.1901, -3.8903, 0.6612], [-0.0462, -6.0135, -0.5611], [-2.0942, -6.4720, -1.8685], [-3.8577, -4.7393, -2.0471], [-3.6076, -2.5986, -0.8653], [-0.8206, 1.0178, 2.5761], [-1.7054, 2.1621, 3.4137], [-1.5429, 2.3412, 4.7150], [-2.4519, 3.2368, 5.4271], [-3.1985, 4.0510, 4.3647], [-2.9534, 3.1833, 2.7759], [-0.8852, 1.7591, 5.2139], [-1.8809, 3.8912, 6.0802], [-3.1399, 2.6555, 6.0385], [-2.8071, 5.0585, 4.2628], [-4.2646, 4.1046, 4.5626]], "atomic_forces_ev_per_a": [[-0.685, 1.584, -0.491], [0.030, -0.002, 0.008], [-0.092, -0.020, 0.022], [0.066, 0.096, 0.066], [0.015, -0.015, 0.027], [-0.045, 0.057, -0.054], [0.077, 0.052, -0.019], [0.119, -0.255, -0.342], [-0.137, 0.103, 0.177], [0.118, -0.165, 0.093], [-0.050, 0.032, 0.073], [-0.052, -0.074, 0.033], [0.065, -0.099, 0.005], [0.025, -0.014, -0.056], [0.041, -0.025, 0.157], [-0.026, -0.047, 0.051], [0.009, -0.020, -0.044], [0.015, 0.001, 0.038], [-0.108, 0.062, 0.055], [0.025, 0.079, -0.016], [-0.109, -0.074, -0.142], [-0.079, -0.204, -0.118], [0.085, -0.051, 0.046], [0.031, -0.008, 0.009], [0.011, 0.017, -0.037], [0.040, -0.003, 0.060], [-0.153, 0.161, 0.082], [0.766, 0.064, 0.939], [-0.238, -0.354, -0.118], [0.001, 0.013, 0.007], [-0.018, -0.013, -0.013], [0.040, 0.005, -0.012], [-0.006, 0.049, -0.017], [0.076, 0.140, 0.010], [-0.168, -0.166, -0.420], [-0.013, -0.057, -0.072], [-0.058, 0.018, 0.015], [0.003, 0.051, -0.001], [0.032, -0.022, 0.003], [-0.037, -0.026, -0.057], [-0.068, 0.149, -0.060], [0.081, -0.031, -0.036], [0.022, 0.007, -0.032], [-0.040, -0.028, -0.013], [0.010, 0.052, -0.014], [-0.051, 0.080, 0.242], [0.307, -1.186, 0.344], [0.101, 0.170, -0.127], [0.108, 0.086, -0.021], [-0.037, -0.047, 0.026], [-0.004, 0.007, 0.002], [-0.041, 0.036, -0.012], [-0.067, -0.105, -0.092], [-0.094, 0.049, -0.153], [0.040, 0.021, 0.023], [0.120, -0.025, -0.030], [-0.066, 0.014, -0.125], [-0.044, 0.076, -0.008], [0.087, -0.051, 0.034], [-0.014, -0.019, 0.018], [0.037, -0.007, 0.048], [-0.026, -0.033, -0.031], [0.111, 0.008, 0.090], [-0.067, -0.002, 0.009], [-0.058, 0.053, -0.009], [0.042, -0.045, 0.002], [0.037, 0.012, 0.016], [-0.009, 0.049, 0.033], [-0.019, 0.002, 0.008], [-0.006, -0.031, 0.010], [-0.006, 0.045, 0.037], [-0.034, 0.011, -0.012], [-0.003, -0.056, -0.092], [-0.025, 0.110, 0.014], [0.001, 0.004, -0.036], [-0.011, -0.034, -0.008], [0.012, 0.001, 0.020], [0.001, -0.023, -0.005], [0.020, 0.021, 0.042], [0.010, -0.026, 0.010], [0.048, -0.016, -0.054], [0.019, -0.008, 0.035], [-0.022, 0.008, -0.025], [0.012, -0.038, 0.020], [-0.041, -0.028, -0.006], [-0.042, 0.011, -0.002], [0.014, 0.019, -0.004], [-0.088, -0.057, 0.028], [-0.020, 0.013, -0.001], [0.018, 0.034, -0.029], [-0.088, -0.010, -0.012], [0.006, -0.055, 0.045], [0.040, 0.026, -0.012], [0.023, -0.027, -0.051], [0.065, -0.030, -0.018], [0.086, 0.153, 0.036], [-0.051, -0.100, -0.083], [-0.047, 0.042, 0.013], [0.012, 0.035, 0.013], [0.059, -0.001, 0.013], [-0.050, -0.031, 0.003], [0.224, -0.169, 0.077], [-0.184, 0.078, -0.104], [0.001, 0.088, 0.102], [-0.023, -0.024, -0.061], [0.030, -0.040, -0.153], [-0.024, -0.051, 0.059], [0.031, 0.010, -0.027], [0.030, 0.018, 0.060], [-0.041, -0.075, 0.002], [0.041, 0.031, 0.026], [-0.009, 0.011, 0.047]]}



[2]
{"formula": "C57H47MnN4O4Se", "method": "the ωB97M-V functional and the def2-TZVPD basis", "s_squared": 8.9055, "e_tot_ha": -6272.7841, "lumo_energy_ev": [1.7, 1.2], "multiplicity": 6, "homo_ev": [-2.8, -3.8], "total_charge": -1, "elements": ["Mn", "C", "O", "C", "C", "C", "C", "C", "C", "C", "C", "C", "C", "C", "N", "C", "C", "C", "C", "C", "C", "C", "C", "C", "C", "O", "C", "C", "C", "C", "N", "C", "C", "C", "C", "C", "C", "O", "C", "C", "C", "C", "C", "C", "C", "N", "C", "C", "N", "C", "C", "C", "C", "O", "C", "C", "C", "H", "H", "H", "H", "H", "H", "H", "H", "H", "H", "H", "H", "H", "H", "H", "H", "H", "H", "H", "H", "H", "H", "H", "H", "H", "H", "H", "H", "H", "H", "H", "H", "H", "H", "H", "H", "C", "C", "C", "C", "C", "C", "Se", "C", "C", "C", "H", "H", "H", "H", "H", "H", "H", "H", "H", "H", "H"], "positions_angstrom": [[0.8474, -0.3012, -0.1486], [7.7272, -5.2848, -5.1082], [6.3267, -5.3512, -5.1465], [5.6298, -4.4854, -4.3361], [4.2387, -4.5439, -4.4162], [3.4572, -3.7237, -3.6311], [4.0319, -2.8188, -2.7330], [5.4220, -2.7585, -2.6788], [6.2154, -3.5781, -3.4634], [3.1799, -1.9343, -1.9249], [3.4019, -1.7778, -0.5443], [4.4949, -2.3097, 0.2110], [4.5128, -1.6499, 1.4031], [3.3759, -0.7858, 1.4227], [2.7030, -0.8997, 0.2393], [2.9675, -0.0213, 2.5286], [1.6508, 0.4316, 2.6943], [1.0881, 1.0398, 3.8470], [-0.2601, 1.1475, 3.6296], [-0.5067, 0.6663, 2.3164], [-1.7283, 0.8553, 1.5779], [-3.0275, 0.5977, 2.1124], [-3.2057, 0.0031, 3.3812], [-4.4569, -0.2918, 3.8731], [-5.5936, -0.0257, 3.1161], [-6.8649, -0.2369, 3.6478], [-7.4904, -1.4315, 3.2435], [-5.4430, 0.4944, 1.8341], [-4.1953, 0.7919, 1.3410], [-1.5235, 1.4653, 0.2941], [-0.5048, 1.1202, -0.5274], [-0.5180, 2.0023, -1.5867], [0.2770, 1.8568, -2.7287], [0.5190, 3.0356, -3.5903], [0.1024, 3.2101, -4.9040], [0.5638, 4.2800, -5.6504], [1.4801, 5.1794, -5.1105], [1.9721, 6.1545, -5.9430], [3.1531, 6.7964, -5.5301], [1.8581, 5.0412, -3.7806], [1.3669, 3.9894, -3.0353], [1.0792, 0.7331, -2.9728], [1.7623, 0.4490, -4.1906], [2.4958, -0.6829, -3.9858], [2.3135, -1.0590, -2.6198], [1.4079, -0.2216, -2.0334], [-1.5453, 2.9626, -1.3790], [-2.1884, 2.6128, -0.2201], [0.6562, 0.2549, 1.7541], [4.0139, 0.3062, 3.5056], [5.1903, 0.8773, 3.0225], [6.2461, 1.1908, 3.8572], [6.1413, 0.9555, 5.2225], [7.1295, 1.2313, 6.1371], [8.3275, 1.7824, 5.6563], [4.9585, 0.4105, 5.7234], [3.9187, 0.0839, 4.8775], [8.0853, -6.0422, -5.8041], [8.0908, -4.3002, -5.4269], [8.1172, -5.5042, -4.1067], [3.7971, -5.2482, -5.1048], [2.3807, -3.7838, -3.6976], [5.8989, -2.0394, -2.0291], [7.2903, -3.4962, -3.3892], [5.1577, -3.0907, -0.1100], [5.2130, -1.7630, 2.2107], [1.6332, 1.3639, 4.7106], [-0.9956, 1.5877, 4.2767], [-2.3363, -0.2470, 3.9700], [-4.5725, -0.7327, 4.8537], [-8.5424, -1.3338, 3.5118], [-7.4066, -1.5944, 2.1632], [-7.0630, -2.2981, 3.7612], [-6.3251, 0.6655, 1.2341], [-4.1057, 1.1667, 0.3344], [-0.5775, 2.4989, -5.3518], [0.2463, 4.4178, -6.6733], [2.9738, 7.4962, -4.7056], [3.9073, 6.0652, -5.2201], [3.5228, 7.3499, -6.3927], [2.5441, 5.7333, -3.3180], [1.6689, 3.8749, -2.0048], [1.6856, 1.0307, -5.0919], [3.1515, -1.1735, -4.6810], [-1.7809, 3.7780, -2.0389], [-2.9858, 3.1392, 0.2736], [5.2709, 1.0930, 1.9668], [7.1405, 1.6213, 3.4299], [8.9647, 1.9281, 6.5266], [8.8263, 1.1072, 4.9543], [8.1577, 2.7475, 5.1693], [4.8778, 0.2470, 6.7877], [3.0274, -0.3683, 5.2826], [-3.1609, -5.0027, -4.7996], [-2.4244, -4.4479, -3.6146], [-1.4325, -5.1672, -2.9623], [-0.7470, -4.6440, -1.8763], [0.3456, -5.4313, -1.2221], [-1.0740, -3.3624, -1.4130], [-0.1549, -2.6296, 0.1172], [-2.0837, -2.6335, -2.0478], [-2.4330, -1.2487, -1.6138], [-2.7352, -3.1853, -3.1383], [-2.4988, -5.5765, -5.4461], [-3.5965, -4.1897, -5.3777], [-3.9705, -5.6591, -4.4761], [-1.1775, -6.1601, -3.3118], [0.4833, -6.3970, -1.7053], [0.1157, -5.5800, -0.1670], [1.2794, -4.8700, -1.2694], [-1.6481, -0.5670, -1.9580], [-2.4826, -1.1803, -0.5270], [-3.3837, -0.9283, -2.0337], [-3.5025, -2.6049, -3.6343]], "atomic_forces_ev_per_a": [[0.166, 0.274, 0.010], [0.221, 0.037, 0.023], [-0.397, 0.141, 0.127], [-0.105, -0.013, 0.003], [0.261, -0.119, -0.158], [0.130, -0.015, 0.111], [0.239, -0.107, -0.034], [-0.256, 0.043, -0.055], [0.322, -0.255, -0.200], [-0.439, 0.262, 0.325], [-0.289, 0.200, -0.463], [0.015, 0.039, 0.320], [0.011, -0.060, -0.221], [-0.077, 0.535, 0.916], [-0.093, -0.175, -0.327], [-0.067, -0.566, -0.794], [0.130, 0.279, 0.126], [0.169, -0.137, -0.238], [-0.015, -0.159, -0.141], [-0.173, 0.130, -0.028], [0.585, -0.026, -0.328], [-0.388, -0.183, 0.179], [0.195, 0.161, -0.198], [-0.480, 0.011, 0.043], [-0.011, -0.030, 0.044], [0.469, 0.336, -0.067], [-0.090, -0.235, -0.078], [-0.345, -0.103, 0.332], [0.297, 0.055, 0.071], [0.004, -0.100, 0.146], [-0.158, 0.089, 0.010], [0.058, 0.183, -0.077], [0.280, -0.792, 0.119], [-0.024, 0.190, -0.039], [-0.062, 0.019, 0.137], [0.163, 0.231, -0.142], [-0.041, -0.105, -0.037], [-0.336, -0.257, -0.009], [0.190, 0.121, 0.072], [0.128, 0.281, -0.115], [-0.162, -0.103, -0.111], [-0.434, 0.793, 0.082], [0.174, -0.201, 0.092], [-0.299, 0.232, -0.206], [0.181, -0.073, 0.572], [0.075, -0.377, -0.271], [0.230, -0.195, -0.079], [0.034, -0.136, -0.036], [-0.159, -0.149, 0.191], [0.300, 0.110, 0.068], [-0.225, -0.044, 0.061], [0.388, 0.119, 0.237], [-0.045, 0.016, 0.048], [-0.515, -0.196, -0.031], [0.146, 0.073, -0.082], [0.266, 0.093, 0.136], [0.059, 0.005, -0.023], [0.012, 0.048, 0.037], [0.002, -0.072, 0.039], [-0.021, 0.023, -0.074], [-0.086, -0.076, -0.057], [-0.131, -0.007, 0.013], [0.001, 0.059, 0.042], [0.036, 0.015, -0.004], [0.096, -0.049, -0.064], [0.052, -0.071, 0.090], [0.104, 0.051, 0.184], [-0.109, 0.047, 0.075], [0.023, -0.038, 0.032], [-0.007, -0.031, 0.073], [0.007, -0.089, -0.015], [0.001, 0.050, 0.057], [0.002, 0.014, -0.045], [-0.094, 0.034, -0.086], [-0.011, -0.009, -0.098], [-0.032, -0.069, -0.017], [0.004, -0.003, -0.109], [0.009, -0.044, -0.050], [-0.010, 0.065, -0.009], [-0.040, -0.008, 0.060], [0.052, 0.081, 0.006], [0.070, -0.022, 0.086], [0.056, 0.074, -0.060], [0.057, -0.071, -0.071], [0.037, 0.121, -0.099], [-0.114, -0.003, 0.007], [0.003, -0.045, -0.065], [0.024, 0.028, 0.017], [-0.006, 0.001, -0.041], [0.007, 0.023, -0.013], [0.024, -0.006, -0.012], [0.016, -0.065, 0.098], [-0.104, -0.071, 0.038], [0.004, -0.048, 0.103], [-0.006, 0.062, -0.020], [-0.091, 0.012, -0.112], [0.007, 0.144, 0.067], [-0.016, 0.022, 0.001], [0.205, 0.374, 0.224], [-0.169, -0.318, 0.069], [0.031, -0.028, 0.031], [0.098, 0.100, -0.006], [0.005, -0.169, -0.081], [0.012, -0.052, -0.070], [-0.055, -0.025, -0.106], [-0.068, -0.070, -0.066], [0.051, -0.106, -0.065], [-0.022, -0.086, -0.045], [0.111, -0.048, 0.054], [0.094, -0.018, 0.097], [-0.163, 0.059, 0.130], [0.045, 0.066, 0.006], [-0.101, 0.035, -0.123], [-0.098, 0.066, -0.071]]}